Record 1
# C41H42CoP2

A molecular structure, C41H42CoP2 at a distorted geometry (ωB97M-V/def2-TZVPD, the OMol25 dataset).

Calculated values
ΔE to the lowest compared entry with this formula, charge and spin = 0.459 eV
Spin multiplicity = 4
⟨S²⟩ = 3.7766
Frontier orbital gap (alpha / beta) = 7.294 / 6.955 eV
E_HOMO (alpha / beta) = -6.72 / -7.64 eV
LUMO level (alpha / beta) = 0.57 / -0.68 eV

Positions of all 86 atoms, in Å:
Co -4.68 -1.54 -0.45
C -5.21 -3.22 0.99
C -4.01 -2.56 1.25
C -2.63 -3.09 0.94
C -2.10 -2.78 -0.47
C -3.17 -2.43 -1.48
C -4.28 -3.27 -1.73
C -4.55 -4.60 -1.08
C -5.40 -4.49 0.24
C -4.55 0.28 -1.05
H -6.09 -2.93 1.58
H -4.05 -1.77 2.02
H -2.56 -4.17 1.15
H -1.96 -2.62 1.67
H -1.38 -1.94 -0.42
H -1.50 -3.62 -0.85
H -2.88 -1.78 -2.31
H -4.79 -3.13 -2.70
H -3.64 -5.19 -0.93
H -5.16 -5.18 -1.80
H -6.46 -4.60 -0.04
H -5.18 -5.37 0.88
H -5.44 0.91 -0.80
H -4.42 0.31 -2.15
H -3.66 0.74 -0.58
P 3.34 2.24 1.91
P 3.86 2.29 -1.25
C 4.35 0.97 1.12
C 4.66 1.05 -0.21
C 4.35 2.68 3.38
C 5.35 1.85 3.92
C 6.00 2.21 5.10
C 5.73 3.44 5.72
C 4.81 4.32 5.13
C 4.13 3.95 3.97
C 1.98 1.17 2.56
C 1.09 0.65 1.60
C 0.05 -0.19 2.00
C -0.13 -0.51 3.35
C 0.77 0.00 4.30
C 1.83 0.83 3.92
C 5.35 2.87 -2.19
C 6.31 3.60 -1.45
C 7.52 3.97 -2.03
C 7.78 3.64 -3.37
C 6.83 2.93 -4.12
C 5.62 2.55 -3.53
C 3.01 1.26 -2.51
C 2.05 1.90 -3.32
C 1.45 1.19 -4.36
C 1.77 -0.16 -4.59
C 2.69 -0.80 -3.74
C 3.30 -0.11 -2.69
H 4.67 0.13 1.74
H 5.41 0.41 -0.68
H 5.60 0.92 3.42
H 6.71 1.51 5.55
H 6.23 3.70 6.64
H 4.62 5.29 5.59
H 3.40 4.63 3.52
H 1.26 0.87 0.54
H -0.63 -0.60 1.24
H -0.95 -1.15 3.65
H 0.65 -0.27 5.35
H 2.55 1.18 4.66
H 6.11 3.83 -0.41
H 8.27 4.51 -1.44
H 8.73 3.91 -3.82
H 7.04 2.66 -5.16
H 4.91 1.96 -4.11
H 1.80 2.94 -3.15
H 0.73 1.69 -5.02
H 1.30 -0.71 -5.40
H 2.95 -1.85 -3.90
H 4.01 -0.60 -2.04
C -9.50 -1.59 -0.69
C -8.86 -0.95 0.38
C -7.45 -0.87 0.41
C -6.70 -1.45 -0.61
C -7.32 -2.06 -1.69
C -8.74 -2.13 -1.72
H -10.59 -1.64 -0.72
H -9.45 -0.52 1.19
H -6.93 -0.37 1.24
H -6.72 -2.49 -2.49
H -9.24 -2.63 -2.56

Okay, here come the Mulliken numbers, in e, for every atom:
1. Co -0.404
2. C -0.328
3. C -0.312
4. C -0.653
5. C -0.952
6. C -0.354
7. C -0.373
8. C -0.996
9. C -0.890
10. C -1.515
11. H 0.575
12. H 0.638
13. H 0.435
14. H -0.006
15. H 0.285
16. H 0.399
17. H 0.683
18. H 0.813
19. H 0.305
20. H 0.390
21. H 0.423
22. H 0.384
23. H 0.386
24. H 0.300
25. H 0.305
26. P 0.079
27. P 0.030
28. C -0.711
29. C -0.612
30. C 0.291
31. C 0.062
32. C -0.579
33. C -0.483
34. C -0.496
35. C -0.383
36. C 0.553
37. C -0.744
38. C -0.088
39. C -0.565
40. C -0.609
41. C -0.457
42. C 0.346
43. C -0.358
44. C -0.606
45. C -0.409
46. C -0.596
47. C -0.290
48. C 0.436
49. C -0.420
50. C -0.577
51. C -0.527
52. C -0.661
53. C -0.056
54. H 0.591
55. H 0.778
56. H 0.219
57. H 0.378
58. H 0.374
59. H 0.360
60. H 0.364
61. H 0.417
62. H 0.211
63. H 0.410
64. H 0.358
65. H 0.298
66. H 0.399
67. H 0.357
68. H 0.355
69. H 0.357
70. H 0.264
71. H 0.382
72. H 0.394
73. H 0.407
74. H 0.393
75. H 0.355
76. C -0.460
77. C -0.537
78. C 0.012
79. C 0.223
80. C 0.171
81. C -0.657
82. H 0.359
83. H 0.365
84. H 0.357
85. H 0.269
86. H 0.371

Record 2
# C41H42KN8O3SSe

A molecular structure, C41H42KN8O3SSe at a distorted geometry (ωB97M-V/def2-TZVPD, the OMol25 dataset).

Calculated values
ΔE to the lowest compared entry with this formula, charge and spin = 0.501 eV
Spin multiplicity = 1
Frontier orbital gap = 4.308 eV
E_HOMO = -3.03 eV
LUMO level = 1.27 eV
Total charge = -1

Positions of all 97 atoms, in Å:
K 4.17 -20.38 6.58
O 2.03 -23.06 8.03
C 0.87 -22.83 8.51
C -0.20 -23.73 8.16
C -1.55 -23.41 8.31
C -1.92 -22.25 9.02
C -0.95 -21.42 9.56
C 0.45 -21.65 9.35
C 1.39 -20.54 9.66
N 0.97 -19.44 10.15
C 1.94 -18.41 10.46
C 3.18 -18.32 9.60
N 2.99 -17.75 8.29
C 2.75 -16.53 8.03
C 2.41 -16.03 6.72
C 2.34 -14.66 6.54
C 1.97 -14.16 5.31
C 1.65 -15.02 4.25
C 1.68 -16.37 4.37
C 2.14 -16.94 5.63
O 2.31 -18.18 5.69
H 0.10 -24.63 7.63
H -2.32 -24.04 7.85
H -2.95 -21.95 9.12
H -1.23 -20.55 10.16
H 2.45 -20.79 9.65
H 2.30 -18.53 11.52
H 1.40 -17.44 10.50
H 3.55 -19.34 9.53
H 4.01 -17.79 10.13
H 2.82 -15.77 8.82
H 2.58 -13.98 7.35
H 1.89 -13.06 5.19
H 1.36 -14.52 3.29
H 1.45 -17.02 3.56
C -0.17 -23.23 2.36
N 1.24 -22.98 1.98
C 2.28 -22.76 2.89
Se 2.25 -22.83 4.76
N 3.39 -22.44 2.17
C 3.17 -22.60 0.78
C 3.98 -22.57 -0.34
C 3.36 -22.74 -1.59
C 2.01 -22.95 -1.69
C 1.17 -23.04 -0.57
C 1.80 -22.90 0.66
H -0.27 -23.11 3.43
H -0.46 -24.27 2.12
H -0.90 -22.56 1.88
H 4.28 -22.30 2.64
H 5.07 -22.51 -0.23
H 4.02 -22.83 -2.47
H 1.55 -22.99 -2.68
H 0.11 -23.22 -0.65
C 8.80 -22.80 8.99
C 8.03 -22.49 7.73
C 7.49 -23.42 6.86
C 6.75 -23.02 5.73
N 6.45 -21.71 5.56
C 7.03 -20.78 6.36
S 6.73 -19.10 6.23
N 7.84 -21.19 7.38
C 6.26 -23.97 4.66
H 9.06 -23.86 9.01
H 8.19 -22.59 9.90
H 9.68 -22.13 9.01
H 7.59 -24.48 7.06
H 8.25 -20.45 7.93
H 6.89 -24.88 4.72
H 6.38 -23.51 3.68
H 5.22 -24.29 4.80
C 5.38 -24.12 13.94
N 4.59 -23.30 13.01
N 5.23 -22.36 12.12
C 4.46 -22.28 10.95
O 4.79 -21.66 9.91
C 3.27 -23.09 11.17
C 3.36 -23.59 12.48
C 2.32 -24.26 13.29
C 6.21 -21.43 12.60
C 6.97 -20.72 11.66
C 8.04 -19.96 12.08
C 8.38 -19.85 13.41
C 7.55 -20.46 14.36
C 6.42 -21.18 13.98
H 6.46 -24.11 13.68
H 5.02 -25.15 13.95
H 5.30 -23.71 14.96
H 2.52 -23.25 10.43
H 1.36 -24.32 12.71
H 2.15 -23.72 14.23
H 2.57 -25.31 13.50
H 6.65 -20.80 10.63
H 8.70 -19.49 11.33
H 9.29 -19.32 13.72
H 7.88 -20.48 15.42
H 5.73 -21.51 14.73

Okay, here come the Mulliken numbers, in e, for every atom:
1. K 0.824
2. O -0.760
3. C 0.420
4. C -0.734
5. C -0.308
6. C -0.484
7. C -0.661
8. C 0.138
9. C 1.282
10. N -0.579
11. C -0.487
12. C -0.167
13. N 0.047
14. C -0.458
15. C 0.606
16. C -0.602
17. C -0.495
18. C -0.181
19. C -0.830
20. C 0.270
21. O -0.613
22. H 0.335
23. H 0.328
24. H 0.356
25. H 0.371
26. H -0.576
27. H 0.233
28. H 0.315
29. H -0.250
30. H 0.349
31. H 0.261
32. H 0.307
33. H 0.259
34. H 0.265
35. H 0.408
36. C -0.941
37. N 0.334
38. C -0.224
39. Se -0.394
40. N 0.091
41. C 0.097
42. C -0.636
43. C -0.485
44. C -0.440
45. C -0.568
46. C 0.679
47. H 0.312
48. H 0.319
49. H 0.299
50. H 0.122
51. H 0.348
52. H 0.327
53. H 0.332
54. H 0.410
55. C -1.229
56. C 0.983
57. C -0.931
58. C 0.874
59. N -0.386
60. C -0.321
61. S -0.354
62. N 0.028
63. C -1.101
64. H 0.362
65. H 0.145
66. H 0.368
67. H 0.351
68. H 0.275
69. H 0.393
70. H 0.271
71. H 0.193
72. C -1.107
73. N -0.039
74. N 0.670
75. C 0.138
76. O -0.481
77. C -0.488
78. C 0.307
79. C -1.450
80. C 0.212
81. C -0.434
82. C -0.680
83. C -0.477
84. C -0.462
85. C -0.473
86. H 0.327
87. H 0.386
88. H 0.321
89. H 0.394
90. H 0.344
91. H 0.321
92. H 0.344
93. H 0.717
94. H 0.308
95. H 0.373
96. H 0.327
97. H 0.511